(w)
ORCA calculation (ωB97M-V with the def2-TZVPD basis set) on one molecule with the formula H2N2O3S.

Each line ends with the Mulliken charge.
Element x y z (Å)
1 N -2.049 -0.169 -0.549  -0.56
2 N 1.710 -0.133 0.167  1.11
3 O 1.382 -0.453 1.217  -0.44
4 O 2.611 -0.048 -0.542  -0.46
5 O 0.477 0.721 -0.470  -0.40
6 S -0.836 -0.047 0.318  0.32
7 H -2.207 -1.025 -0.985  0.26
8 H -1.088 1.153 0.843  0.17

Calculated values
Net charge: 0
E_LUMO (hartree): -0.00298
HOMO (hartree): -0.346
Frontier orbital gap (eV): 9.324

***

(x)
ORCA calculation (ωB97M-V with the def2-TZVPD basis set) on a 2-piece molecular cluster, H2N2O3S overall.

Each line ends with the Mulliken charge.
Element x y z (Å)
1 N 1.568 -1.485 0.162  -0.45
2 N 1.881 -0.488 -0.311  0.36
3 O -1.485 -0.167 0.629  -0.37
4 O -3.339 0.877 -0.521  -0.38
5 O 1.189 0.826 -0.037  -0.52
6 S -2.839 -0.267 0.275  0.67
7 H 2.715 0.070 -0.688  0.29
8 H 0.310 0.633 0.491  0.40

Calculated values
Net charge: 0
E_LUMO (hartree): -0.05864
HOMO (hartree): -0.341
Frontier orbital gap (eV): 7.685

***

Most stable pick: (x). Distance to second place: 0.1100 hartree.